1.
{
  "formula": "C49H34I4MnN4O2Se2",
  "method": "wB97M-V/def2-TZVPD",
  "species": ["Mn", "I", "C", "C", "C", "C", "C", "C", "C", "C", "C", "C", "C", "C", "C", "C", "C", "C", "I", "C", "C", "C", "N", "C", "C", "C", "C", "C", "C", "I", "C", "C", "C", "C", "C", "C", "N", "C", "C", "C", "C", "C", "N", "C", "C", "C", "C", "I", "C", "C", "C", "C", "N", "H", "H", "H", "H", "H", "H", "H", "H", "H", "H", "H", "H", "H", "H", "H", "H", "H", "H", "H", "H", "H", "H", "H", "H", "O", "C", "C", "C", "O", "C", "Se", "C", "Se", "H", "H", "H", "H", "H", "H", "H", "H", "H", "H"],
  "coordinates": [[0.0862, 0.4745, -0.2385], [-6.2780, 0.5979, 7.1672], [-4.9105, 0.5463, 5.5604], [-4.6767, -0.6447, 4.8981], [-3.7641, -0.6735, 3.8524], [-3.0961, 0.4824, 3.4617], [-3.3547, 1.6712, 4.1425], [-4.2574, 1.7106, 5.1935], [-2.1097, 0.4854, 2.3509], [-0.8768, -0.1279, 2.5619], [-0.4478, -0.7023, 3.7966], [0.8532, -1.0735, 3.6294], [1.2084, -0.7557, 2.2737], [2.4270, -1.1201, 1.6793], [3.5867, -1.3590, 2.5707], [3.9820, -0.2973, 3.3927], [5.1077, -0.3846, 4.1940], [5.8497, -1.5537, 4.1815], [7.5788, -1.6960, 5.3897], [5.4775, -2.6277, 3.3948], [4.3454, -2.5275, 2.5974], [2.6199, -1.1079, 0.2852], [1.8202, -0.4434, -0.6045], [2.3974, -0.6164, -1.8475], [2.0560, 0.1123, -2.9928], [2.8357, -0.0837, -4.2383], [4.2238, 0.0538, -4.2592], [4.9375, -0.0675, -5.4419], [4.2565, -0.3416, -6.6150], [5.3302, -0.5052, -8.4262], [2.8815, -0.4939, -6.6239], [2.1776, -0.3583, -5.4378], [1.1012, 1.1342, -3.0093], [1.0151, 2.1364, -4.0318], [0.1013, 3.0497, -3.6170], [-0.4343, 2.5731, -2.3702], [0.2255, 1.4347, -1.9909], [-1.5215, 3.1274, -1.6823], [-2.0920, 2.5010, -0.5496], [-3.4172, 2.7696, -0.0689], [-3.6209, 1.9695, 1.0121], [-2.4051, 1.2456, 1.2199], [-1.5024, 1.5474, 0.2166], [-2.0591, 4.4526, -2.0567], [-2.4334, 4.8235, -3.3492], [-2.8668, 6.1121, -3.6281], [-2.9460, 7.0403, -2.6069], [-3.6126, 9.0021, -3.0230], [-2.6009, 6.7043, -1.3084], [-2.1567, 5.4200, -1.0473], [3.5152, -1.4995, -1.7387], [3.6836, -1.7646, -0.4144], [0.1465, -0.1864, 1.6344], [-5.2045, -1.5442, 5.1840], [-3.5860, -1.5988, 3.3205], [-2.8260, 2.5706, 3.8548], [-4.4457, 2.6389, 5.7148], [-1.0582, -0.8008, 4.6797], [1.5139, -1.5405, 4.3427], [3.3990, 0.6143, 3.3872], [5.4020, 0.4525, 4.8121], [6.0626, -3.5372, 3.4000], [4.0407, -3.3822, 2.0081], [4.7474, 0.2949, -3.3440], [6.0107, 0.0659, -5.4456], [2.3577, -0.7161, -7.5434], [1.1001, -0.4577, -5.4367], [1.6050, 2.1632, -4.9321], [-0.1783, 3.9610, -4.1143], [-4.1105, 3.4465, -0.5403], [-4.5173, 1.8638, 1.6013], [-2.4141, 4.0946, -4.1478], [-3.1443, 6.3847, -4.6373], [-2.6647, 7.4305, -0.5096], [-1.8593, 5.1565, -0.0412], [4.1106, -1.8709, -2.5547], [4.4443, -2.3782, 0.0336], [0.1388, -3.8205, 1.9585], [-1.2017, -3.5108, 1.6344], [-1.4925, -3.8665, 0.1733], [-1.0583, -5.3304, -0.0504], [-1.1591, -5.7827, -1.3901], [-2.9785, -3.7415, -0.1219], [-3.6438, -1.9267, 0.2081], [-0.6777, -2.9663, -0.7548], [-1.6278, -1.3504, -1.3890], [0.4487, -3.1839, 2.6141], [-1.4033, -2.4469, 1.7736], [-1.8874, -4.0746, 2.2871], [-1.6483, -5.9755, 0.6151], [-0.0070, -5.4222, 0.2175], [-2.0509, -5.6085, -1.7073], [-3.5695, -4.4210, 0.4962], [-3.1741, -3.9251, -1.1792], [-0.4051, -3.5074, -1.6599], [0.2255, -2.6166, -0.2556]],
  "mulliken_charge": [0.02, 0.03, -0.11, -0.78, 0.24, -0.39, -0.14, -0.80, 1.98, -0.70, -1.44, -1.57, 0.62, 0.43, -0.37, -0.20, -0.76, -0.01, 0.03, -0.75, -0.24, 0.49, 0.58, -0.02, 1.58, -0.26, -0.57, -0.69, -0.09, 0.03, -0.64, -0.18, 0.14, -1.37, -1.64, -0.05, 0.54, 1.37, -0.32, -1.15, -1.71, 0.15, 0.46, -0.24, -0.44, -0.67, -0.06, 0.03, -0.72, -0.12, -1.70, -1.22, 0.58, 0.40, 0.38, 0.49, 0.38, 0.50, 0.63, 0.41, 0.37, 0.37, 0.58, 0.59, 0.37, 0.38, 0.52, 0.48, 0.62, 0.61, 0.65, 0.63, 0.36, 0.37, 0.51, 0.73, 0.52, -0.69, 0.21, 1.77, -1.20, -0.57, -1.66, -0.21, -0.62, 0.06, 0.35, -0.69, 0.58, 0.43, 0.38, 0.38, 0.53, 0.40, 0.78, -0.30],
  "fmax_ev_per_a": 1.9,
  "e_tot_ev": -255837.535,
  "total_charge": -1
}

***

2.
{
  "formula": "C26H32BaNO5S",
  "method": "wB97M-V/def2-TZVPD",
  "species": ["O", "C", "C", "H", "H", "C", "H", "H", "C", "H", "H", "H", "C", "H", "H", "H", "Ba", "C", "C", "C", "H", "C", "C", "H", "H", "H", "H", "C", "C", "C", "H", "C", "C", "H", "H", "H", "H", "O", "C", "C", "H", "H", "C", "H", "H", "C", "H", "H", "H", "H", "O", "C", "N", "S", "O", "O", "C", "C", "C", "C", "C", "C", "H", "H", "H", "H"],
  "coordinates": [[-0.5636, 0.0499, -1.7594], [0.6225, -0.2588, -2.5613], [0.1002, 0.6043, -3.6873], [0.6791, -1.3089, -2.8566], [1.5438, 0.0998, -2.0903], [-1.1015, 0.9371, -2.7890], [-0.2894, 0.0149, -4.4977], [0.7504, 1.4085, -4.0389], [-2.4464, 0.3300, -3.1875], [-2.3076, -0.7150, -3.5323], [-2.9378, 0.8740, -4.0042], [-3.1076, 0.3655, -2.3006], [-1.1152, 2.3757, -2.3228], [-0.0730, 2.7059, -2.1462], [-1.7170, 2.4479, -1.3992], [-1.5519, 3.0260, -3.0988], [1.0714, -1.2026, 1.4269], [1.0736, 2.4236, 2.0907], [2.2530, 1.7049, 2.4087], [2.8428, 1.2690, 1.1830], [2.6948, 1.6139, 3.3887], [1.9920, 1.7003, 0.1179], [0.9002, 2.3969, 0.6843], [0.1018, 2.9059, 0.1449], [0.4468, 2.9905, 2.7868], [3.8176, 0.7817, 1.0824], [2.2055, 1.6154, -0.9481], [-2.4303, -0.3222, 3.0155], [-2.2327, 0.8796, 2.2751], [-2.2881, 0.5566, 0.8908], [-2.1139, 1.8733, 2.6885], [-2.4862, -0.8553, 0.7745], [-2.5715, -1.3910, 2.0899], [-2.7930, -2.4284, 2.3513], [-2.5434, -0.3855, 4.0902], [-2.2665, 1.2657, 0.0771], [-2.6324, -1.3904, -0.1605], [0.5619, -1.2954, -5.4796], [0.0058, -0.3685, -6.4887], [0.3270, -0.8365, -7.9015], [0.4283, 0.6322, -6.3239], [-1.0737, -0.2540, -6.3216], [1.3208, -1.9861, -7.6970], [0.7438, -0.0181, -8.4857], [-0.5865, -1.1859, -8.3806], [1.2909, -2.3091, -6.1903], [2.3267, -1.6605, -7.9659], [1.0600, -2.8662, -8.2803], [2.2882, -2.3654, -5.7451], [0.8063, -3.2729, -6.0011], [0.9019, -2.2520, 3.7089], [0.7216, -1.2529, 4.5051], [0.5129, -0.0247, 3.9945], [0.1434, 1.1039, 5.1652], [1.1231, 2.1576, 5.2227], [-1.2505, 1.4661, 5.0963], [0.4142, -0.0396, 6.4886], [0.3375, 0.2007, 7.8623], [0.5942, -0.8813, 8.7289], [0.8924, -2.1518, 8.2015], [0.9471, -2.3632, 6.8227], [0.7098, -1.2808, 5.9649], [0.0881, 1.1876, 8.2399], [0.5678, -0.7339, 9.8030], [1.0929, -2.9786, 8.8846], [1.1781, -3.3292, 6.3855]],
  "mulliken_charge": [-0.24, -0.47, 0.01, 0.21, 0.15, 1.55, -0.38, 0.40, -1.57, 0.34, 0.36, 0.32, -1.53, 0.31, 0.25, 0.41, 1.30, -0.54, 0.10, -2.28, 0.41, 0.11, -0.10, 0.13, 0.48, 0.39, 0.67, -0.15, -0.73, 0.32, 0.42, -0.60, -1.10, 0.32, 0.58, 0.01, 0.35, -0.30, -0.41, -0.54, 0.28, 0.26, -0.47, 0.30, 0.25, -0.60, 0.25, 0.29, 0.27, 0.29, -1.14, 1.11, -0.59, 1.08, -0.69, -0.65, 0.30, -0.66, -0.49, -0.48, -0.51, 0.03, 0.44, 0.39, 0.36, 0.45],
  "relative_energy_ev": 1.511,
  "fmax_ev_per_a": 2.9,
  "e_tot_ev": -50735.928,
  "total_charge": -1
}

***

3.
{
  "formula": "C10H8AuCl2F6IN5O",
  "method": "wB97M-V/def2-TZVPD",
  "species": ["Au", "C", "C", "O", "C", "F", "F", "F", "C", "F", "F", "F", "H", "H", "H", "N", "C", "N", "C", "N", "Cl", "C", "Cl", "H", "H", "I", "C", "C", "N", "N", "C", "H", "H", "H"],
  "coordinates": [[1.1607, -0.4156, 0.2538], [-2.7717, -2.1121, 0.7255], [-1.6664, -1.0852, 0.9613], [-0.5896, -1.4002, 0.1392], [-2.2051, 0.3209, 0.6064], [-1.2466, 1.2672, 0.6839], [-2.6351, 0.3297, -0.6780], [-3.2228, 0.7101, 1.3636], [-1.2652, -1.1436, 2.4559], [-0.2811, -0.2561, 2.7446], [-0.7986, -2.3559, 2.7560], [-2.2846, -0.8774, 3.2697], [-3.0493, -2.1052, -0.3257], [-3.6511, -1.8942, 1.3294], [-2.3926, -3.0981, 0.9818], [2.9124, 0.6152, 0.2825], [3.3333, 1.6555, -0.0432], [3.7834, 2.7946, -0.4084], [3.0547, 3.2863, -1.3885], [2.3815, 3.7278, -2.2252], [3.8149, -2.2918, 4.1579], [3.1361, -1.2775, 2.9135], [2.1904, -2.2865, 1.7465], [3.9200, -0.7955, 2.3430], [2.4383, -0.5694, 3.3448], [-2.5861, 0.1159, -4.8481], [-1.1228, 0.6543, -3.6291], [-0.4029, 1.8850, -3.6221], [0.4339, 1.8208, -2.6300], [0.3448, 0.6231, -1.9349], [-0.5696, -0.0816, -2.5255], [-0.4698, 2.7420, -4.2742], [1.1552, 2.5497, -2.3814], [-0.8484, -1.0524, -2.1451]],
  "lowdin_spin": [0.55, 0.01, 0.01, 0.12, 0.00, 0.01, 0.00, 0.00, 0.00, 0.01, 0.00, 0.00, 0.00, 0.00, 0.00, 0.03, 0.01, 0.00, 0.00, 0.00, 0.01, 0.00, 0.15, 0.00, 0.00, 0.39, 0.27, 0.10, 0.11, 0.15, 0.06, 0.00, 0.00, 0.00],
  "s_squared": 2.009,
  "relative_energy_ev": 0.471,
  "fmax_ev_per_a": 0.3,
  "e_tot_ev": -73129.951,
  "total_charge": 1,
  "multiplicity": 3
}